# 1
Entry from the OMol25 dataset: a gas-phase ion, C11H15N2S (charge +1) at a distorted geometry (ωB97M-V with the def2-TZVPD basis set).

Results
Energy = -25455.800 eV
HOMO (alpha / beta) = -10.74 / -10.77 eV
Charge = +1
Energy relative to the best compared isomer or geometry (same formula, charge and spin) = 80.3 kcal/mol

Geometry (Å):
C (4.549, 0.394, -0.077)
C (3.864, -0.784, 0.120)
C (3.805, 1.543, -0.236)
C (2.511, -0.830, 0.296)
C (2.443, 1.498, -0.148)
C (1.755, 0.338, 0.059)
C (-2.122, 1.404, -0.287)
C (0.315, 0.256, 0.201)
C (-2.351, -0.936, 0.034)
C (-2.482, -2.272, -0.639)
C (-2.062, -0.978, 1.478)
N (-2.562, 0.130, -0.641)
N (-2.876, 2.562, -0.721)
S (-0.572, 1.714, 0.370)
H (5.630, 0.484, -0.025)
H (4.497, -1.745, 0.187)
H (4.390, 2.467, -0.440)
H (1.902, -1.704, 0.439)
H (1.975, 2.475, -0.394)
H (-0.090, -0.620, -0.375)
H (-2.790, -2.423, -1.607)
H (-3.166, -2.904, -0.032)
H (-1.539, -2.728, -0.366)
H (-2.087, -1.966, 1.934)
H (-2.593, -0.220, 1.998)
H (-0.890, -0.875, 1.710)
H (-3.082, 0.006, -1.561)
H (-3.867, 2.277, -0.838)
H (-2.504, 3.439, -0.436)

These are the Mulliken partial charges, in e, on atoms 1 to 6: atom 1 (C): -0.44, atom 2 (C): -0.42, atom 3 (C): -0.59, atom 4 (C): -0.59, atom 5 (C): -0.40, atom 6 (C): 0.69



# 2
Entry from the OMol25 dataset: 2 unconnected molecules or ions with the total composition C3H6ClN2 at a distorted geometry (ωB97M-V with the def2-TZVPD basis set).

Results
Energy = -18698.968 eV
HOMO (alpha / beta) = -13.46 / -15.18 eV
Charge = +1
Energy relative to the best compared isomer or geometry (same formula, charge and spin) = 116.7 kcal/mol

Geometry (Å):
C (1.300, 0.163, -0.226)
C (-2.344, 0.535, -0.127)
C (1.357, -1.282, -0.536)
N (0.394, 0.912, 0.025)
N (-2.832, 1.663, -0.285)
Cl (-3.148, -0.890, 0.115)
H (2.214, 0.581, -0.111)
H (2.117, -1.786, 0.032)
H (1.375, -1.495, -1.659)
H (0.384, -1.590, -0.257)
H (-2.245, 2.327, -0.754)
H (-3.855, 1.808, -0.340)

These are the Mulliken partial charges, in e, on atoms 1 to 6: atom 1 (C): 0.18, atom 2 (C): 0.39, atom 3 (C): -0.79, atom 4 (N): -0.39, atom 5 (N): -0.21, atom 6 (Cl): 0.02



# 3
Entry from the OMol25 dataset: 2 unconnected molecules or ions with the total composition C17H29N6O3P at a distorted geometry (ωB97M-V with the def2-TZVPD basis set).

Results
Energy = -42467.328 eV
HOMO = -8.15 eV
SMILES = [H]/N=C\Cc1ccc2nccnc2c1COO.CN(C)P(=O)(N(C)C)N(C)C

Geometry (Å):
N (-1.863, 0.296, -2.125)
C (-1.815, 1.535, -2.374)
C (-1.369, 2.161, -3.681)
C (-0.094, 1.518, -4.209)
C (-0.162, 0.923, -5.503)
C (0.938, 0.301, -6.012)
C (2.156, 0.220, -5.303)
N (3.196, -0.452, -5.878)
C (4.257, -0.483, -5.119)
C (4.358, 0.139, -3.854)
N (3.372, 0.788, -3.298)
C (2.223, 0.817, -4.034)
C (1.076, 1.473, -3.486)
C (1.199, 2.064, -2.103)
O (0.595, 3.350, -2.036)
O (1.391, 4.115, -1.134)
H (-1.549, -0.222, -2.951)
H (-2.149, 2.209, -1.583)
H (-2.166, 2.106, -4.425)
H (-1.155, 3.218, -3.529)
H (-1.094, 0.966, -6.049)
H (0.874, -0.165, -6.988)
H (5.121, -1.025, -5.490)
H (5.291, 0.068, -3.307)
H (2.236, 2.165, -1.799)
H (0.739, 1.361, -1.394)
H (0.745, 4.644, -0.649)
O (-2.428, -1.068, 5.120)
P (-1.656, -1.115, 3.833)
N (-0.777, -2.574, 4.064)
C (0.626, -2.799, 3.785)
C (-1.555, -3.784, 4.286)
N (-0.669, 0.271, 4.076)
C (0.760, 0.329, 3.856)
C (-1.047, 1.181, 5.148)
N (-1.349, -1.026, 2.122)
C (-1.944, 0.180, 1.488)
C (-1.860, -2.176, 1.341)
H (0.911, -2.551, 2.754)
H (0.887, -3.847, 3.931)
H (1.265, -2.235, 4.468)
H (-1.924, -4.225, 3.349)
H (-2.423, -3.574, 4.913)
H (-0.970, -4.542, 4.807)
H (1.324, -0.035, 4.725)
H (1.071, 1.365, 3.678)
H (1.066, -0.227, 2.972)
H (-0.731, 0.812, 6.132)
H (-2.121, 1.339, 5.169)
H (-0.586, 2.160, 4.987)
H (-3.034, 0.188, 1.580)
H (-1.684, 0.207, 0.430)
H (-1.562, 1.097, 1.931)
H (-2.914, -2.381, 1.543)
H (-1.282, -3.076, 1.546)
H (-1.747, -1.980, 0.275)

These are the Mulliken partial charges, in e, on atoms 1 to 6: atom 1 (N): -0.54, atom 2 (C): -0.20, atom 3 (C): -0.70, atom 4 (C): 0.43, atom 5 (C): -1.27, atom 6 (C): -0.53



# 4
Entry from the OMol25 dataset: C9H11NO4S in the gas phase at a distorted geometry (ωB97M-V with the def2-TZVPD basis set).

Results
Energy = -30021.579 eV
HOMO (alpha / beta) = -8.95 / -8.95 eV
SMILES = CC(C)=[N+]([O-])OS(=O)(=O)c1ccccc1
Energy relative to the best compared isomer or geometry (same formula, charge and spin) = 122.5 kcal/mol

Geometry (Å):
C (1.253, 0.511, 3.922)
C (2.205, 0.932, 2.979)
C (-0.076, 0.450, 3.512)
C (1.899, 1.125, 1.705)
C (-0.479, 0.703, 2.191)
C (0.537, 1.118, 1.312)
C (-0.324, -0.591, -3.627)
C (-1.941, -2.193, -2.312)
C (-0.849, -1.144, -2.369)
N (-0.414, -0.662, -1.241)
O (0.566, 0.287, -1.210)
O (-0.797, -1.068, -0.065)
O (1.393, 2.505, -0.663)
O (-1.042, 2.104, -0.743)
S (0.261, 1.629, -0.402)
H (1.606, 0.227, 4.819)
H (3.273, 0.744, 3.212)
H (-0.857, 0.155, 4.169)
H (2.564, 1.390, 0.903)
H (-1.489, 0.587, 2.053)
H (-1.125, -0.707, -4.368)
H (0.487, -1.235, -3.760)
H (0.034, 0.407, -3.464)
H (-2.691, -1.770, -1.553)
H (-1.633, -3.055, -1.795)
H (-2.359, -2.447, -3.204)

These are the Mulliken partial charges, in e, on atoms 1 to 6: atom 1 (C): -0.44, atom 2 (C): -0.55, atom 3 (C): -0.61, atom 4 (C): -0.52, atom 5 (C): -0.16, atom 6 (C): 0.25



# 5
Entry from the OMol25 dataset: 2 unconnected molecules or ions with the total composition CH5P at a distorted geometry (ωB97M-V with the def2-TZVPD basis set).

Results
Energy = -10403.344 eV
HOMO = -9.60 eV
Energy relative to the best compared isomer or geometry (same formula, charge and spin) = 61.2 kcal/mol

Geometry (Å):
C (-0.139, -0.042, 0.646)
P (-0.350, 0.864, -0.944)
H (-1.079, -0.178, 1.139)
H (0.739, 0.142, 1.208)
H (-0.060, -1.487, -0.314)
H (0.583, 0.098, -1.569)
H (0.679, 1.888, -0.666)

These are the Mulliken partial charges, in e, on atoms 1 to 6: atom 1 (C): -0.71, atom 2 (P): -0.04, atom 3 (H): 0.28, atom 4 (H): 0.29, atom 5 (H): 0.14, atom 6 (H): 0.03



# 6
Entry from the OMol25 dataset: 2 unconnected molecules or ions with the total composition C5H11N3 at a distorted geometry (ωB97M-V with the def2-TZVPD basis set).

Results
Energy = -9830.095 eV
HOMO = -8.18 eV
SMILES = [H]/N=C(/C)C(=C)N.C=N
Energy relative to the best compared isomer or geometry (same formula, charge and spin) = 87.9 kcal/mol

Geometry (Å):
C (-0.318, 1.734, 0.553)
C (-0.697, 0.340, 0.101)
C (0.147, -0.751, 0.864)
N (-0.636, -1.515, 1.689)
C (1.455, -0.827, 0.685)
N (-1.956, 0.129, -0.117)
H (-1.547, -1.135, 1.913)
H (-0.176, -2.106, 2.361)
H (-2.150, -0.840, -0.370)
H (-1.022, 2.454, 0.143)
H (-0.320, 1.805, 1.641)
H (0.683, 1.974, 0.202)
H (1.847, -0.215, -0.219)
H (2.093, -1.648, 0.972)
C (0.119, 0.311, -1.961)
N (1.418, 0.180, -1.801)
H (1.762, -0.738, -2.079)
H (-0.227, 1.323, -2.143)
H (-0.475, -0.475, -2.435)

These are the Mulliken partial charges, in e, on atoms 1 to 6: atom 1 (C): -1.40, atom 2 (C): 0.70, atom 3 (C): 0.52, atom 4 (N): -0.41, atom 5 (C): -1.19, atom 6 (N): -0.83